{"formula": "C31H34Br3NO3SSeSn", "method": "ωB97M-V/def2-TZVPD", "total_charge": 0, "total_energy_ha": -12218.20535, "mol_weight_g_mol": 938.1, "gap_ev": 7.2, "lumo_ha": -0.016, "relative_energy_kj_mol": 0.0, "elements": ["Sn", "C", "C", "C", "C", "C", "C", "C", "Br", "C", "O", "C", "C", "C", "C", "C", "C", "H", "H", "H", "H", "H", "H", "H", "H", "H", "H", "H", "H", "H", "H", "H", "H", "H", "H", "H", "H", "C", "C", "C", "C", "C", "C", "Br", "C", "C", "Br", "C", "O", "C", "N", "H", "H", "H", "H", "H", "H", "C", "S", "O", "C", "C", "C", "C", "C", "C", "H", "H", "H", "H", "H", "H", "H", "H", "Se"], "positions_angstrom": [[0.38734, 2.51759, 0.79260], [1.16413, -4.90632, -0.04497], [1.98933, -4.47122, 1.17414], [1.41981, -5.16052, 2.41477], [3.43870, -4.94050, 0.98954], [1.94345, -2.94813, 1.28924], [2.53575, -2.15923, 0.31276], [2.46564, -0.78527, 0.41117], [3.48842, 0.21802, -0.84273], [1.78325, -0.10791, 1.43249], [1.78063, 1.23681, 1.45805], [1.22859, -0.89661, 2.45900], [1.33207, -2.28426, 2.34407], [0.64475, -0.33708, 3.77105], [0.01682, 1.05649, 3.66157], [1.80173, -0.25965, 4.77901], [-0.45280, -1.25568, 4.33612], [1.22501, -5.98876, -0.18177], [1.52550, -4.42645, -0.95630], [0.11382, -4.63758, 0.08159], [1.50273, -6.24274, 2.30017], [0.36399, -4.92373, 2.56089], [1.96435, -4.87609, 3.31718], [3.47773, -6.03123, 0.94995], [4.06399, -4.60349, 1.81802], [3.87383, -4.56133, 0.06431], [3.07900, -2.59601, -0.51443], [0.91479, -2.88096, 3.13742], [0.74664, 1.83092, 3.44300], [-0.45081, 1.30912, 4.61539], [-0.77529, 1.07478, 2.90872], [2.58966, 0.39788, 4.40730], [2.23424, -1.24646, 4.95572], [1.44624, 0.13801, 5.73293], [-1.23346, -1.43328, 3.59343], [-0.90928, -0.77091, 5.20058], [-0.07689, -2.21870, 4.67952], [-1.31411, 5.50816, -1.02626], [-2.10051, 4.25290, -1.23880], [-3.28970, 4.29070, -2.00796], [-4.00392, 3.15252, -2.22859], [-3.56209, 1.93004, -1.67455], [-4.18044, 0.67216, -1.86351], [-5.72219, 0.52781, -2.95678], [-3.65680, -0.45428, -1.30304], [-2.48744, -0.38365, -0.52694], [-1.71907, -1.96414, 0.14443], [-1.84084, 0.81006, -0.29350], [-0.73688, 0.87152, 0.42287], [-2.39279, 1.98404, -0.89289], [-1.68164, 3.12590, -0.70508], [-1.38518, 6.15635, -1.90003], [-0.27350, 5.29833, -0.79412], [-1.71064, 6.04570, -0.16249], [-3.61403, 5.23702, -2.41987], [-4.90487, 3.17066, -2.82712], [-4.12342, -1.41577, -1.46526], [2.43330, 2.87807, -3.41345], [0.90695, 3.15724, -2.52968], [1.28645, 2.73632, -1.11541], [-0.05754, 1.83245, -3.19635], [0.16643, 0.52036, -2.80077], [-0.65693, -0.47029, -3.30945], [-1.67442, -0.14542, -4.20028], [-1.88227, 1.17109, -4.58706], [-1.07477, 2.17655, -4.07462], [2.74373, 1.84778, -3.25559], [3.16934, 3.57510, -3.01891], [2.24000, 3.07543, -4.46795], [0.93996, 0.28565, -2.07405], [-0.51636, -1.49467, -2.98942], [-2.32459, -0.92327, -4.57917], [-2.69014, 1.41926, -5.26278], [-1.25362, 3.21501, -4.32721], [0.30119, 4.49778, 2.07011]]}

{"formula": "C31H34BrInN7O3Se2", "method": "ωB97M-V/def2-TZVPD", "total_charge": 1, "total_energy_ha": -9377.56233, "mol_weight_g_mol": 905.3, "gap_ev": 7.0, "lumo_ha": -0.120, "relative_energy_kj_mol": 155.4, "elements": ["In", "C", "C", "C", "C", "C", "C", "N", "C", "C", "C", "C", "C", "N", "C", "C", "C", "C", "C", "C", "N", "H", "H", "H", "H", "H", "H", "H", "H", "H", "H", "H", "H", "H", "H", "H", "O", "C", "C", "C", "O", "C", "Se", "C", "Se", "H", "H", "H", "H", "H", "H", "H", "H", "H", "H", "O", "C", "C", "C", "N", "C", "Br", "C", "H", "H", "H", "H", "N", "C", "C", "N", "C", "C", "N", "H", "H", "H", "H", "H"], "positions_angstrom": [[-0.57540, -0.08636, -0.45720], [0.98443, 4.67600, -0.87726], [0.27567, 3.80876, -1.88637], [-0.72303, 4.31717, -2.74768], [-1.33035, 3.53369, -3.66875], [-0.87239, 2.24478, -3.91747], [0.15696, 1.78364, -3.10169], [0.62453, 2.54237, -2.06857], [0.92945, 0.58752, -3.22920], [1.49578, 0.38289, -4.45428], [2.31246, -0.74671, -4.64961], [2.51675, -1.61967, -3.56757], [1.80378, -1.34862, -2.34787], [1.10372, -0.19029, -2.14875], [1.99609, -2.31213, -1.18327], [2.01951, -3.67188, -1.33465], [2.38085, -4.45251, -0.25716], [2.72177, -3.82237, 0.92363], [2.62542, -2.40438, 1.00776], [3.12193, -1.65729, 2.25240], [2.26962, -1.68691, 0.00153], [2.09040, 4.51329, -0.95836], [0.65674, 4.41208, 0.12298], [0.77567, 5.74230, -1.10452], [-0.91676, 5.37383, -2.65872], [-2.18773, 3.90658, -4.15868], [-1.36797, 1.61023, -4.65060], [1.18482, 1.04818, -5.22961], [2.90958, -0.88153, -5.54240], [3.27667, -2.45950, -3.61111], [1.75340, -4.09877, -2.34390], [2.25170, -5.52943, -0.25264], [3.02208, -4.30202, 1.81838], [3.39875, -2.29382, 3.11013], [2.42566, -0.87708, 2.56019], [4.00886, -1.15414, 1.90125], [-3.57193, -3.75763, 1.68424], [-2.80086, -2.76215, 2.29959], [-1.33700, -2.96231, 2.23416], [-0.79230, -4.17166, 3.16994], [-1.28130, -5.44821, 2.68709], [-0.85057, -3.23318, 0.81595], [-1.61362, -2.27240, -0.77790], [-0.65093, -1.73768, 2.83049], [-1.48129, 0.05858, 2.42089], [-3.74489, -3.52763, 0.78415], [-3.01219, -2.93198, 3.43764], [-3.09836, -1.76081, 2.08026], [-1.08278, -3.99637, 4.21747], [0.27145, -4.12799, 3.17836], [-2.17352, -5.28327, 2.42525], [-1.10629, -4.31895, 0.55592], [0.22680, -3.12906, 0.88086], [0.35427, -1.59088, 2.39078], [-0.57057, -1.81022, 3.92379], [2.67051, 2.76967, 3.88804], [2.06621, 2.13151, 2.89953], [2.59278, 2.07799, 1.58694], [1.90351, 1.45241, 0.62251], [0.70549, 0.84300, 0.94802], [0.20874, 0.88173, 2.19720], [-0.78275, 4.01993, 2.32569], [0.93520, 1.37782, 3.21200], [3.14869, 3.51544, 3.50338], [3.52619, 2.55177, 1.37594], [2.23211, 1.50187, -0.42496], [0.56293, 1.46840, 4.23016], [-3.51148, 4.25954, 0.34733], [-3.48932, 3.10813, -0.33102], [-2.31034, 2.34145, -0.32218], [-2.23126, 1.20118, -0.97015], [-3.24074, 0.82647, -1.75517], [-4.36249, 1.67537, -1.86216], [-4.52015, 2.79685, -1.17180], [-2.78830, 4.31844, 1.09166], [-4.39765, 4.71340, 0.61416], [-1.39160, 2.70572, 0.21443], [-3.16336, -0.10712, -2.24295], [-5.16647, 1.44493, -2.50591]]}

{"formula": "C31H34BrN4O4PbS", "method": "ωB97M-V/def2-TZVPD", "total_charge": -1, "total_energy_ha": -4886.72914, "mol_weight_g_mol": 845.8, "gap_ev": 5.7, "lumo_ha": 0.056, "elements": ["Pb", "N", "C", "C", "C", "C", "C", "C", "S", "O", "O", "N", "C", "N", "C", "C", "C", "N", "H", "H", "H", "H", "H", "H", "H", "H", "H", "C", "C", "C", "C", "C", "C", "C", "C", "C", "C", "H", "H", "H", "H", "H", "H", "H", "H", "H", "H", "H", "H", "Br", "C", "C", "C", "C", "C", "C", "C", "O", "O", "H", "H", "H", "H", "C", "C", "C", "C", "H", "H", "H", "H", "H", "H", "H", "H", "H"], "positions_angstrom": [[0.48421, -1.10650, -0.95409], [2.64707, 4.86589, 4.18071], [2.28598, 3.54510, 3.87981], [2.18506, 2.59092, 4.89192], [1.78457, 1.29660, 4.60005], [1.47530, 0.95138, 3.29485], [1.57624, 1.89054, 2.28096], [1.97813, 3.18182, 2.56869], [0.93958, -0.67988, 2.91346], [-0.45917, -0.55720, 2.52338], [1.21441, -1.48417, 4.08044], [1.69242, -1.15270, 1.59064], [3.06719, -1.18742, 1.57171], [3.61520, -1.62619, 0.42268], [4.93425, -1.65975, 0.36284], [5.75647, -1.27076, 1.40998], [5.09587, -0.82858, 2.54206], [3.77707, -0.77829, 2.64256], [3.19822, 4.97670, 5.01567], [3.01638, 5.39110, 3.40545], [2.42594, 2.86841, 5.91339], [1.72493, 0.54092, 5.37301], [1.34237, 1.60219, 1.26459], [2.05184, 3.91674, 1.77306], [5.35534, -2.01727, -0.57369], [6.83456, -1.30818, 1.34548], [5.65103, -0.49700, 3.41622], [-1.89151, -5.23651, -0.20591], [-1.49046, -3.83482, 0.20477], [-0.94134, -3.76327, 1.60801], [-1.09285, -2.88050, -0.76048], [-2.63071, -2.63793, -0.11717], [-3.64443, -2.87604, -1.05854], [-4.84610, -2.19589, -1.00202], [-5.08483, -1.30700, 0.03876], [-4.10093, -1.06428, 0.98879], [-2.87904, -1.69936, 0.90099], [-0.98269, -5.84153, -0.24119], [-2.35359, -5.27112, -1.18970], [-2.57001, -5.68854, 0.52083], [-0.08820, -4.44589, 1.64498], [-1.67446, -4.08970, 2.35014], [-0.57372, -2.77807, 1.87148], [-1.21346, -3.22996, -1.79001], [-3.45847, -3.56349, -1.87328], [-5.59414, -2.36082, -1.76616], [-6.03327, -0.78683, 0.09745], [-4.26622, -0.34619, 1.78117], [-2.10112, -1.46672, 1.61996], [-2.32728, 0.16594, -5.40994], [-0.81849, 1.19761, -4.88164], [-0.92770, 2.57944, -4.94163], [0.13837, 3.36617, -4.52858], [1.30227, 2.76101, -4.07150], [1.39992, 1.37809, -4.04537], [0.33974, 0.56710, -4.44692], [0.50574, -0.94131, -4.42581], [1.09934, -1.43503, -5.38424], [-0.00284, -1.52465, -3.42190], [-1.84754, 3.03090, -5.28919], [0.05281, 4.44547, -4.55516], [2.13536, 3.36780, -3.73721], [2.31494, 0.90173, -3.71153], [-0.41560, 2.83326, -0.54612], [-1.24508, 1.80679, -1.30572], [-2.67484, 2.31679, -1.48565], [-1.23473, 0.43231, -0.63774], [-0.44251, 3.80875, -1.04332], [0.63091, 2.52253, -0.49173], [-0.78452, 2.95745, 0.47902], [-0.80688, 1.72053, -2.30491], [-3.16923, 2.41566, -0.51173], [-3.25888, 1.61984, -2.09185], [-2.69499, 3.29550, -1.98076], [-2.05628, -0.17893, -1.04024], [-1.35095, 0.48930, 0.45265]]}